Record 1
DFT (wB97M-V/def2-TZVPD) results for C26H40AgFN4O3SSi2Te as an isolated structure.

Each line ends with the Löwdin charge.
Atoms and positions in Å:
1 Ag -2.0555 2.2333 -1.3237  0.5414
2 F -0.2824 -1.0772 4.0067  0.0539
3 C 0.6366 -0.4739 3.2097  -0.1905
4 C 0.2582 -0.0417 1.9726  0.0930
5 C 1.1522 0.6476 1.1635  -0.0342
6 C 0.7412 1.0138 -0.2110  -0.3048
7 O -0.3233 0.5771 -0.6359  -0.0840
8 C 1.6688 1.8565 -0.9254  -0.0159
9 C 2.8725 2.1098 -0.3676  0.0383
10 N 3.2948 1.6749 0.8666  -0.0011
11 C 4.6105 2.0383 1.3331  -0.2690
12 C 4.7325 2.8968 2.5607  -0.1098
13 C 5.0331 3.4660 1.2074  -0.0801
14 C 2.4382 0.9239 1.6455  -0.1232
15 C 2.8313 0.3971 2.8825  0.0482
16 C 1.9406 -0.3002 3.6776  -0.1513
17 N 2.3975 -0.8395 4.9140  -0.1137
18 C 1.6643 -1.9012 5.5885  -0.1302
19 C 2.6239 -2.5349 6.6205  -0.0691
20 N 4.0224 -2.1684 6.2108  0.0453
21 C 4.2605 -0.7031 6.4513  -0.0719
22 C 3.0429 0.0442 5.8712  -0.1184
23 C 1.3792 2.5707 -2.2659  -0.6649
24 O 2.3811 3.0330 -2.8338  -0.0226
25 O 0.1708 2.6379 -2.5862  -0.1680
26 H -0.7515 -0.2120 1.6123  0.1127
27 H 3.5704 2.7196 -0.9273  0.1395
28 H 5.3712 1.2824 1.1664  0.1501
29 H 5.5547 2.7048 3.2383  0.0971
30 H 3.8101 3.2085 3.0350  0.1118
31 H 6.0619 3.6619 0.9388  0.1089
32 H 4.3176 4.1603 0.7873  0.1175
33 H 3.8545 0.5289 3.2126  0.1091
34 H 1.3574 -2.6412 4.8543  0.1364
35 H 0.7688 -1.5543 6.1081  0.1322
36 H 2.5347 -3.6168 6.6535  0.1342
37 H 2.4776 -2.1411 7.6228  0.1330
38 H 4.0714 -2.2998 5.1976  0.1821
39 H 4.7265 -2.7448 6.6642  0.1828
40 H 5.1904 -0.4375 5.9535  0.1332
41 H 4.3715 -0.5533 7.5223  0.1327
42 H 3.3669 0.9581 5.3848  0.1263
43 H 2.3541 0.3273 6.6769  0.1369
44 S -4.6027 5.7876 0.5213  0.3980
45 C -3.6538 4.5077 0.1877  -1.0455
46 N -2.9757 3.5779 -0.0169  -0.1168
47 C -3.4049 -3.4907 -0.5794  -0.1917
48 Si -3.4914 -1.7050 -1.1561  0.3861
49 C -5.1802 -1.3988 -1.8911  -0.1875
50 C -3.2864 -0.6125 0.3393  -0.1774
51 C -2.1131 -1.5000 -2.4023  -0.5705
52 Te -1.8123 0.4079 -3.3606  1.3445
53 C -3.4165 0.0682 -4.7767  -0.5661
54 Si -2.7453 -0.3592 -6.4727  0.3570
55 C -1.6176 -1.8476 -6.3408  -0.1987
56 C -4.1625 -0.7785 -7.6199  -0.1905
57 C -1.7932 1.1098 -7.1142  -0.1860
58 H -4.1490 -3.6902 0.1987  0.0280
59 H -2.4160 -3.7168 -0.1670  0.0257
60 H -3.5888 -4.1839 -1.4069  0.0284
61 H -5.9509 -1.6219 -1.1469  0.0332
62 H -5.3699 -2.0242 -2.7691  0.0294
63 H -5.2922 -0.3511 -2.1853  0.0348
64 H -4.1692 -0.6787 0.9819  0.0415
65 H -3.1604 0.4342 0.0645  -0.0150
66 H -2.4128 -0.9108 0.9305  0.0087
67 H -2.2180 -2.2140 -3.2259  0.0042
68 H -1.1604 -1.7104 -1.9064  0.0036
69 H -4.0082 0.9865 -4.8123  0.0125
70 H -4.0546 -0.7198 -4.3772  -0.0114
71 H -2.1703 -2.7365 -6.0165  0.0296
72 H -0.8254 -1.6508 -5.6122  0.0106
73 H -1.1445 -2.0771 -7.3005  0.0301
74 H -4.7255 -1.6390 -7.2449  0.0280
75 H -3.7977 -1.0246 -8.6228  0.0292
76 H -4.8558 0.0635 -7.7112  0.0299
77 H -1.0352 1.4143 -6.3846  0.0229
78 H -2.4573 1.9635 -7.2816  0.0355
79 H -1.2821 0.8889 -8.0555  0.0318

- Gap between HOMO and LUMO: 0.1565 Ha
- HOMO energy: -6.2 eV
- Total charge: 0
- LUMO: -1.899 eV
- Molar mass: 799.336 g/mol
- DFT total energy: -80313.605 eV

***

Record 2
DFT (wB97M-V/def2-TZVPD) results for a 2-piece molecular cluster, CHN2O2P overall at a distorted geometry.

Each line ends with the Löwdin charge.
Atoms and positions in Å:
1 C -2.0427 -1.7259 0.3111  -0.2998
2 N -3.1419 -1.6524 -0.0102  -0.0805
3 N 0.7527 1.1534 -0.2430  -0.6355
4 O 1.5961 1.4656 -1.0825  -0.0017
5 O 0.0131 1.9586 0.2881  -0.0067
6 P 0.8104 -0.4550 0.6796  1.1471
7 H 2.0123 -0.7442 0.0569  -0.1230

- Gap between HOMO and LUMO (alpha / beta): 0.2138 / 0.2138 Ha
- HOMO energy (alpha / beta): -10.8 / -10.8 eV
- Total charge: 0
- LUMO (alpha / beta): -4.980 / -4.980 eV
- Molar mass: 104.005 g/mol
- DFT total energy: -17408.171 eV

***

Record 3
DFT (wB97M-V/def2-TZVPD) results for BeCl14Tl2 as an isolated structure at a distorted geometry.

Each line ends with the Löwdin charge.
Atoms and positions in Å:
1 Be 4.7372 0.4776 1.4003  0.3205
2 Tl -2.7136 -1.9329 -3.9237  0.8292
3 Tl -4.7779 -4.5313 3.0508  0.6488
4 Cl -3.5560 0.7559 3.3654  -0.3411
5 Cl -5.4809 4.0347 -0.3819  -0.7165
6 Cl -3.6066 3.2231 6.2883  -0.7392
7 Cl 5.9706 -2.2999 -3.2290  -0.5069
8 Cl 3.3313 -5.0833 -3.9396  -0.7036
9 Cl 5.5416 -3.9642 0.9136  -0.3912
10 Cl 2.6663 4.5428 -4.4512  -0.4202
11 Cl 0.2056 6.1207 -3.7477  -0.2559
12 Cl 4.5322 -3.7275 5.2093  -0.7592
13 Cl -3.6272 5.0440 -3.5635  -0.5562
14 Cl 0.3575 1.1000 0.7930  -0.2771
15 Cl 2.8114 4.2829 0.8493  -0.6207
16 Cl -1.4176 -3.3135 4.3477  -0.6798
17 Cl -4.9738 -4.7290 -2.9810  -0.8308

- Gap between HOMO and LUMO: 0.0590 Ha
- HOMO energy: 3.9 eV
- Total charge: -6
- LUMO: 5.530 eV
- Molar mass: 914.120 g/mol
- DFT total energy: -185074.912 eV